w) C17H22N6O2 | the ωB97M-V functional and the def2-TZVPD basis

Structure (XYZ):
```
47
Properties=species:S:1:pos:R:3:nbo_charge:R:1
O 1.665 -4.328 -1.344 -0.644
O -0.995 4.790 -1.676 -0.583
N -0.842 -1.463 0.678 -0.427
N -1.610 -4.821 1.151 -0.539
C 1.159 -3.474 -0.642 0.654
C -0.084 4.552 -0.865 0.617
C -0.817 -2.743 0.643 0.204
C -1.895 -3.571 1.283 0.392
C 2.260 4.065 -0.266 -0.319
C -0.585 -4.905 0.231 0.183
C 1.312 4.730 -1.005 -0.288
C 0.014 -3.640 0.034 -0.339
C -2.918 -1.486 1.957 -0.124
C -1.925 -0.792 1.366 0.313
N -3.011 -2.852 1.667 -0.482
N -1.904 0.630 1.261 -0.424
N 1.793 -2.229 -0.634 -0.623
N -0.445 3.773 0.263 -0.627
C 2.527 -1.945 -2.920 -0.618
C 3.557 -0.760 -0.878 -0.606
C -3.045 1.572 1.713 -0.213
C -0.990 1.390 0.433 -0.224
C -2.448 2.965 1.508 -0.407
C 2.995 -2.007 -1.434 -0.061
C -1.515 2.785 0.284 -0.064
H 3.300 4.249 -0.574 0.210
H 2.173 3.289 0.520 0.199
H -0.243 -5.847 -0.109 0.224
H 1.689 5.474 -1.666 0.232
H -3.695 -0.898 2.551 0.232
H -3.679 -3.472 2.134 0.426
H 1.406 -1.529 -0.134 0.390
H 0.352 3.684 0.935 0.387
H 1.732 -1.159 -3.036 0.198
H 2.135 -2.891 -3.285 0.240
H 3.286 -1.707 -3.669 0.204
H 3.452 -0.706 0.200 0.213
H 4.676 -0.667 -1.166 0.220
H 2.880 0.135 -1.268 0.193
H -3.968 1.429 1.072 0.189
H -3.310 1.400 2.734 0.202
H -1.098 0.871 -0.529 0.204
H 0.093 1.160 0.659 0.203
H -3.260 3.738 1.450 0.229
H -1.789 3.280 2.286 0.204
H 3.789 -2.791 -1.325 0.212
H -2.170 2.720 -0.586 0.239
```

Summary:
**HOMO-LUMO gap**: 0.2652 Eh
**LUMO level**: -0.7 eV
**Total charge**: 0


x) C17H22N6O2 | the ωB97M-V functional and the def2-TZVPD basis

Structure (XYZ):
```
47
Properties=species:S:1:pos:R:3:nbo_charge:R:1
O -0.094 1.993 -4.876 -0.605
N 1.483 1.893 -1.654 -0.251
N -1.499 -3.342 0.488 -0.491
N -0.472 -1.268 0.705 -0.520
O 2.543 3.949 -3.588 -0.559
C 0.648 2.444 -4.061 0.613
C 0.874 1.615 -2.815 0.015
C 0.495 -0.029 -1.204 0.049
C 0.170 0.322 -2.492 -0.004
C -1.116 -2.338 1.201 0.550
C -1.419 -3.170 -0.860 0.125
C -0.268 -1.199 -0.645 0.256
C -0.740 -2.147 -1.452 -0.169
N 1.293 0.986 -0.724 -0.142
N 1.529 3.461 -4.417 -0.134
N -1.345 -2.450 2.539 -0.585
C 1.718 1.088 0.608 -0.407
C 1.441 4.247 -5.703 -0.428
C -0.756 -0.446 -3.429 -0.408
C -0.636 -1.976 -2.965 -0.411
C -0.665 0.324 5.038 -0.415
C -0.435 -0.967 5.851 -0.411
C -0.974 -0.077 3.587 -0.408
C -1.046 -2.054 5.049 -0.412
C -0.615 -1.586 3.579 -0.026
H 2.546 3.429 -2.754 0.500
H -1.835 -3.967 -1.451 0.196
H -1.551 -3.332 2.795 0.389
H 2.663 1.781 0.714 0.225
H 2.156 0.109 0.982 0.231
H 0.938 1.514 1.204 0.215
H 2.194 3.869 -6.430 0.198
H 1.730 5.218 -5.668 0.211
H 0.454 4.143 -6.280 0.240
H -0.451 -0.404 -4.457 0.248
H -1.786 -0.107 -3.188 0.219
H 0.291 -2.416 -3.298 0.212
H -1.444 -2.367 -3.620 0.223
H 0.271 0.856 4.926 0.200
H -1.353 0.984 5.387 0.210
H 0.596 -1.333 6.077 0.206
H -0.859 -0.872 6.898 0.213
H -2.085 -0.102 3.465 0.206
H -0.483 0.636 2.855 0.226
H -0.456 -2.979 5.439 0.208
H -2.087 -2.193 5.217 0.213
H 0.438 -1.739 3.429 0.190
```

Summary:
**HOMO-LUMO gap**: 0.3251 Eh
**LUMO level**: 0.3 eV
**Total charge**: 0


Quick one: least stable of them? x)


w) BF4H18O9 | the ωB97M-V functional and the def2-TZVPD basis

Structure (XYZ):
```
32
Properties=species:S:1:pos:R:3:nbo_charge:R:1
B 0.922 0.090 0.455 1.318
F 2.067 -0.502 0.086 -0.551
F 0.250 0.393 -0.701 -0.578
F 0.032 -0.644 1.251 -0.566
F 1.282 1.227 1.104 -0.561
O -1.050 0.661 -2.856 -0.965
H -0.619 0.627 -2.029 0.487
H -0.812 1.476 -3.283 0.459
O 1.353 -1.752 -2.538 -0.960
H 0.408 -1.824 -2.471 0.480
H 1.615 -0.898 -2.197 0.481
O 0.734 3.149 -1.111 -0.985
H 1.217 2.559 -1.696 0.491
H 0.813 2.724 -0.249 0.482
O -0.518 -3.232 2.054 -0.968
H -1.133 -3.922 1.827 0.474
H -0.926 -2.345 1.821 0.503
O 1.097 -3.305 -0.122 -0.967
H 1.535 -2.530 -0.431 0.476
H 0.650 -2.958 0.604 0.473
O -2.689 -1.439 3.658 -0.969
H -2.217 -0.743 3.220 0.491
H -1.943 -2.027 3.900 0.458
O -2.232 2.406 -0.141 -0.956
H -2.554 3.321 0.092 0.463
H -1.332 2.549 -0.443 0.494
O 2.667 1.493 -2.249 -0.969
H 2.576 1.213 -1.302 0.498
H 3.590 1.506 -2.461 0.479
O -1.777 0.786 2.410 -0.993
H -0.961 0.476 1.992 0.489
H -2.044 1.462 1.808 0.492
```

Summary:
**HOMO-LUMO gap**: 0.3723 Eh
**LUMO level**: 2.8 eV
**Total charge**: -1


x) BF4H18O9 | the ωB97M-V functional and the def2-TZVPD basis

Structure (XYZ):
```
32
Properties=species:S:1:pos:R:3:nbo_charge:R:1
B 0.788 0.176 0.825 1.343
F 1.000 -0.504 2.015 -0.558
F -0.274 -0.366 0.085 -0.576
F 0.358 1.456 1.181 -0.572
F 1.830 0.293 -0.071 -0.563
O -0.075 -0.244 -2.734 -0.966
H 0.708 -0.614 -3.138 0.486
H 0.209 -0.222 -1.852 0.480
O 2.974 -0.230 -2.410 -0.956
H 2.446 -0.078 -1.672 0.485
H 3.483 -1.018 -2.200 0.461
O -2.676 -1.590 0.790 -0.950
H -2.047 -1.082 1.257 0.485
H -2.249 -1.747 -0.059 0.461
O 2.048 -2.602 0.412 -0.943
H 1.821 -2.010 1.094 0.476
H 2.398 -3.393 0.864 0.460
O 1.841 2.995 -1.642 -0.958
H 2.164 2.534 -0.848 0.468
H 0.925 2.984 -1.548 0.485
O -1.971 1.178 2.590 -0.932
H -1.915 0.572 3.358 0.447
H -1.057 1.253 2.391 0.477
O -1.117 2.828 -0.653 -0.996
H -1.673 2.236 -1.090 0.492
H -0.604 2.379 0.037 0.488
O -0.726 -2.208 2.720 -0.942
H -0.085 -1.541 2.635 0.474
H -0.998 -2.111 3.618 0.447
O -2.539 0.596 -1.808 -0.949
H -1.796 0.051 -1.919 0.485
H -3.200 0.015 -2.232 0.462
```

Summary:
**HOMO-LUMO gap**: 0.3675 Eh
**LUMO level**: 2.7 eV
**Total charge**: -1


Quick one: least stable of them? x)


w) C4H5ClO2S | the ωB97M-V functional and the def2-TZVPD basis

Structure (XYZ):
```
13
Properties=species:S:1:pos:R:3:nbo_charge:R:1
C 1.136 -0.977 -0.405 0.180
C 0.202 0.332 -0.407 0.145
C -0.503 0.244 0.986 -0.426
C -1.308 0.324 -0.233 -0.252
H -0.327 -1.884 0.007 0.485
H 1.743 2.184 0.278 0.277
H -0.445 -0.560 1.628 0.241
H -0.409 1.172 1.546 0.236
H -1.523 1.371 -0.632 0.282
O 0.600 -2.141 -0.075 -0.626
O 0.571 1.464 -1.092 -0.523
S 2.683 -0.650 -0.705 -0.015
Cl -2.420 -0.880 -0.894 -0.003
```

Summary:
**HOMO-LUMO gap**: 0.2286 Eh
**LUMO level**: -2.6 eV
**Total charge**: 0


x) C4H5ClO2S | the ωB97M-V functional and the def2-TZVPD basis

Structure (XYZ):
```
13
Properties=species:S:1:pos:R:3:nbo_charge:R:1
C -1.187 0.127 -0.150 -0.288
C -0.813 0.304 1.089 0.531
C 2.223 -0.363 0.230 0.359
C -0.648 0.516 -1.464 -0.639
O 1.854 -0.804 -0.814 -0.496
O -0.875 0.469 2.302 -0.535
S -1.631 -1.590 0.618 0.072
Cl 3.280 0.987 0.454 -0.028
H -0.043 -0.168 -2.127 0.259
H -0.068 1.217 -0.899 0.243
H -1.437 1.077 -2.036 0.228
H 1.803 -0.634 1.276 0.165
H -2.457 -1.136 1.519 0.129
```

Summary:
**HOMO-LUMO gap**: 0.3271 Eh
**LUMO level**: 0.2 eV
**Total charge**: 0


Quick one: least stable of them? w)